# 1
The following is a quantum chemistry calculation of a structure of composition C11H6N2O4Pm in a non-equilibrium geometry, from OMol25.

```
! wB97M-V def2-TZVPD RIJCOSX def2/J DEFGRID3
* xyz 3 5
O 0.26 -3.71 -2.64
C -0.10 -2.62 -2.56
Pm -1.00 -0.41 -2.15
O -2.53 -0.42 -5.45
C -1.96 -0.43 -4.45
C 1.32 -0.38 -2.83
O 2.47 -0.37 -2.97
C -0.07 1.79 -2.56
O 0.27 2.88 -2.68
N 0.69 -1.68 1.77
C 0.46 -1.83 0.46
N 0.02 -0.65 -0.07
C -0.04 0.29 0.97
C -0.46 1.63 0.96
C -0.49 2.28 2.20
C -0.11 1.60 3.38
C 0.32 0.27 3.36
C 0.36 -0.35 2.13
H 1.05 -2.42 2.38
H 0.62 -2.76 -0.10
H -0.73 2.11 0.01
H -0.79 3.33 2.29
H -0.17 2.14 4.32
H 0.63 -0.29 4.24
*
```

Gap between HOMO and LUMO (alpha / beta), Ha: 0.1725 / 0.1798
Highest occupied orbital energy (alpha / beta), hartree: -0.687 / -0.688
⟨S²⟩: 6.0064


# 2
The following is a quantum chemistry calculation of a structure of composition C11H6N2O6Sm in a non-equilibrium geometry, from OMol25.

```
! wB97M-V def2-TZVPD RIJCOSX def2/J DEFGRID3
* xyz 3 6
O 0.01 3.23 -3.96
C 0.01 2.19 -3.58
Sm 0.01 0.05 -2.45
O 0.01 -1.74 -5.62
C 0.01 -1.26 -4.57
C 0.01 -2.46 -1.92
O 0.01 -3.55 -1.52
C -2.11 -0.56 -2.61
O -3.27 -0.64 -2.56
C 2.13 -0.57 -2.61
O 3.29 -0.64 -2.56
N -0.46 0.13 4.82
C 0.25 0.86 3.94
O 1.02 1.73 4.32
C 0.11 0.60 2.46
C -0.78 -0.34 1.92
C -0.82 -0.57 0.55
N 0.00 0.13 -0.27
C 0.88 1.06 0.20
C 0.93 1.31 1.57
H -0.33 0.32 5.81
H -1.12 -0.64 4.58
H -1.45 -0.93 2.53
H -1.49 -1.31 0.12
H 1.53 1.57 -0.52
H 1.65 2.05 1.91
*
```

Gap between HOMO and LUMO (alpha / beta), Ha: 0.1448 / 0.1532
Highest occupied orbital energy (alpha / beta), hartree: -0.671 / -0.671
⟨S²⟩: 8.7589


# 3
The following is a quantum chemistry calculation of a structure of composition C11H7ClHoO6S5 in a non-equilibrium geometry, from OMol25.

```
! wB97M-V def2-TZVPD RIJCOSX def2/J DEFGRID3
* xyz -1 5
Ho -1.69 -0.73 1.16
S -0.77 -4.26 -5.30
C -1.11 -3.58 -3.84
S -2.13 -2.19 -3.65
C -2.10 -2.11 -1.89
C -1.32 -3.04 -1.28
S -1.08 -3.25 0.43
S -0.50 -4.19 -2.33
S -3.08 -0.91 -1.13
C 2.86 -0.53 1.20
C 1.46 -0.01 0.95
O 0.51 -0.70 1.39
C 1.27 1.22 0.23
C 2.37 1.94 -0.28
C 2.21 3.10 -0.99
C 0.92 3.60 -1.22
C -0.17 2.95 -0.72
C -0.06 1.74 0.02
O -1.12 1.17 0.45
H 2.77 -1.47 1.75
H 3.42 0.19 1.79
H 3.36 -0.71 0.26
H 3.37 1.56 -0.12
H 3.07 3.62 -1.39
H 0.80 4.51 -1.79
H -1.17 3.33 -0.88
O -1.27 0.57 3.29
Cl -2.43 -0.23 3.47
O -3.00 -0.05 4.73
O -3.37 0.10 2.43
O -2.07 -1.60 3.25
*
```

Gap between HOMO and LUMO (alpha / beta), Ha: 0.2182 / 0.2184
Highest occupied orbital energy (alpha / beta), hartree: -0.143 / -0.143
⟨S²⟩: 6.0038


# 4
The following is a quantum chemistry calculation of an isolated molecule of C11H7ClN4O in a non-equilibrium geometry, from OMol25.

```
! wB97M-V def2-TZVPD RIJCOSX def2/J DEFGRID3
* xyz 0 1
N -5.61 -1.18 0.10
C -4.59 -0.65 0.05
C -3.32 -0.06 -0.01
C -3.12 1.30 -0.24
N -1.93 1.84 -0.29
C -0.89 1.03 -0.11
O 0.29 1.65 -0.13
C 1.48 0.96 -0.10
C 2.51 1.54 0.64
C 3.76 0.94 0.68
C 3.97 -0.23 -0.03
Cl 5.53 -0.98 0.02
C 2.96 -0.81 -0.77
C 1.71 -0.21 -0.81
N -0.95 -0.27 0.11
C -2.15 -0.84 0.17
N -2.20 -2.16 0.38
H -3.96 1.97 -0.38
H 2.32 2.45 1.17
H 4.56 1.39 1.24
H 3.14 -1.72 -1.32
H 0.92 -0.65 -1.39
H -1.34 -2.66 0.54
H -3.08 -2.63 0.48
*
```

Gap between HOMO and LUMO, Ha: 0.3372
Highest occupied orbital energy, hartree: -0.329


# 5
The following is a quantum chemistry calculation of a structure of composition C11H8ClNO4Pt in a non-equilibrium geometry, from OMol25.

```
! wB97M-V def2-TZVPD RIJCOSX def2/J DEFGRID3
* xyz 2 3
Pt 0.00 1.33 0.14
C 0.02 1.76 1.96
O 0.04 2.03 3.09
C 0.00 3.20 -0.19
O -0.01 4.34 -0.36
C -1.91 1.32 0.15
O -3.06 1.33 0.17
C 1.90 1.32 0.10
O 3.06 1.32 0.09
C -0.01 -0.32 -4.72
H 0.91 -0.89 -4.76
H -0.93 -0.89 -4.74
C -0.01 1.03 -5.04
H -0.93 1.52 -5.31
H 0.91 1.52 -5.34
Cl -2.61 -2.59 3.45
C -1.13 -2.08 2.65
C 0.08 -2.68 2.97
C 1.24 -2.24 2.36
C 1.20 -1.18 1.45
N 0.01 -0.55 1.14
C -1.14 -1.02 1.74
H 0.12 -3.48 3.71
H 2.19 -2.69 2.63
H 2.14 -0.86 1.07
H -2.10 -0.55 1.60
*
```

Gap between HOMO and LUMO (alpha / beta), Ha: 0.2508 / 0.1302
Highest occupied orbital energy (alpha / beta), hartree: -0.559 / -0.544
⟨S²⟩: 2.0107


# 6
The following is a quantum chemistry calculation of an isolated molecule of C11H8F2 in a non-equilibrium geometry, from OMol25.

```
! wB97M-V def2-TZVPD RIJCOSX def2/J DEFGRID3
* xyz 0 1
C -3.36 -1.32 -1.06
C -2.15 -1.12 -0.53
C -0.97 -1.42 -0.07
C 0.18 -1.40 0.58
C 0.72 -0.10 1.12
C 2.20 -0.34 0.98
C 2.85 0.30 -0.01
C 2.23 1.28 -0.87
C 0.89 1.52 -0.76
C 0.16 1.00 0.31
C -1.20 1.17 0.38
F -2.07 0.84 1.40
F -1.98 1.88 -0.48
H -4.11 -0.56 -1.06
H -3.87 -2.29 -1.07
H 0.70 -2.42 0.66
H 0.39 0.13 2.19
H 2.53 -1.03 1.76
H 3.88 0.15 -0.14
H 2.57 1.55 -1.89
H 0.42 2.17 -1.46
*
```

Gap between HOMO and LUMO, Ha: 0.2864
Highest occupied orbital energy, hartree: -0.288